(1)
# C4H8N2O

A single C4H8N2O molecule (ωB97M-V/def2-TZVPD, the Open Molecules 2025 dataset).

Structure (XYZ):
```
15
Properties=species:S:1:pos:R:3:forces:R:3
C 0.6106 0.6964 -1.2475 -0.2 0.0 -0.2
C -0.0127 -0.1344 -0.1592 -1.2 0.3 -0.8
C -0.5080 -1.4903 -0.4249 -0.4 -0.1 -0.4
N 0.7584 -1.3690 0.2821 -0.1 0.8 0.3
C -1.0452 0.7169 0.7877 0.5 -0.5 -1.6
O -2.0351 1.2249 0.3209 0.2 -0.2 0.3
N -0.4905 0.6737 1.9986 0.2 -0.2 -1.0
H 0.9790 0.0637 -2.0626 -0.1 0.1 0.1
H -0.1611 1.3595 -1.6388 0.1 0.1 -0.1
H 1.4503 1.3118 -0.8925 -0.3 -0.2 0.1
H -1.3156 -1.8718 0.1962 0.0 0.0 -0.2
H -0.5269 -1.7873 -1.4658 0.1 -0.3 0.0
H 1.5297 -1.5315 -0.3790 -0.3 0.4 0.4
H 0.3559 0.2199 1.5353 0.3 0.4 3.9
H -0.8886 1.1302 2.8331 1.0 -0.5 -0.6
```
Forces are in eV/Å.

Values from the calculation:
* highest occupied orbital energy: -9.6 eV
* HOMO-LUMO gap: 10.55 eV
* calculated total energy: -9303.423 eV
* SMILES: C[C@@]1(C(N)=O)CN1

***

(2)
# C4H8N2O

A single C4H8N2O molecule (ωB97M-V/def2-TZVPD, the Open Molecules 2025 dataset).

Structure (XYZ):
```
15
Properties=species:S:1:pos:R:3:forces:R:3
O 2.5084 -0.7055 0.4978 0.0 0.1 -0.5
C 1.4980 -0.3006 -0.0490 0.1 0.1 0.0
N 0.5963 -1.1224 -0.7401 0.2 -0.2 0.3
C -0.7772 -1.1323 -0.2191 -0.2 0.1 0.0
C -1.0788 0.2047 0.4776 0.0 0.0 0.0
C -0.2789 1.3551 -0.1463 -0.2 0.0 0.0
N 1.1377 1.0251 -0.1056 0.2 -0.1 0.3
H 0.9940 -2.0497 -0.8025 0.0 0.0 0.1
H -1.4655 -1.3124 -1.0520 0.1 0.1 0.1
H -0.8946 -1.9557 0.5046 -0.1 0.2 -0.2
H -0.8037 0.1300 1.5394 -0.1 0.1 -0.2
H -2.1494 0.4157 0.4218 0.1 0.0 0.1
H -0.4276 2.2743 0.4319 0.0 -0.2 -0.2
H -0.6137 1.5457 -1.1740 0.1 -0.1 0.1
H 1.7549 1.6282 0.4157 -0.1 -0.1 0.1
```
Forces are in eV/Å.

Values from the calculation:
* highest occupied orbital energy: -9.3 eV
* HOMO-LUMO gap: 10.19 eV
* calculated total energy: -9306.022 eV
* SMILES: O=C1NCCCN1

***

(3)
# C4H8N2O

2 unconnected molecules or ions with the total composition C4H8N2O (ωB97M-V/def2-TZVPD, the Open Molecules 2025 dataset).

Structure (XYZ):
```
15
Properties=species:S:1:pos:R:3:forces:R:3
C 2.1643 -0.5584 1.2386 1.6 1.7 -1.3
C 0.6736 -0.6505 0.9703 -0.5 0.8 3.1
C -0.1633 -0.9827 2.0889 2.0 0.2 -1.8
N -1.3570 -1.1192 1.5138 -3.2 0.9 -1.7
C -1.3579 -0.6748 0.1745 2.9 2.1 2.4
N -0.1050 -0.1711 -0.0442 -0.5 -2.7 -1.2
H 2.5120 -1.0150 2.1687 -0.7 -0.1 0.0
H 2.4554 0.5350 1.3289 -0.3 -1.0 -0.1
H 2.9172 -0.9503 0.4788 -1.5 0.3 0.5
H 0.0885 -0.8876 3.1567 -0.4 -0.9 -0.7
H -2.2892 -1.0070 1.8713 0.1 -0.5 1.1
H -2.2700 -0.2089 -0.2168 0.4 -0.8 -0.2
H -1.7629 2.4605 -5.3621 -0.2 0.3 0.4
H -0.6606 2.8501 -4.2642 -0.7 -0.4 -0.8
O -0.8452 2.3800 -5.1033 0.8 0.1 0.4
```
Forces are in eV/Å.

Values from the calculation:
* highest occupied orbital energy: -8.3 eV
* HOMO-LUMO gap: 9.17 eV
* calculated total energy: -9303.762 eV
* SMILES: Cc1c[nH]cn1.O

***

(4)
# C4H8N2O

2 unconnected molecules or ions with the total composition C4H8N2O (ωB97M-V/def2-TZVPD, the Open Molecules 2025 dataset).

Structure (XYZ):
```
15
Properties=species:S:1:pos:R:3:forces:R:3
N -1.3188 -1.0504 0.5151 -0.3 -0.9 0.1
C -0.5316 0.8992 0.0776 0.6 1.0 -0.3
C 0.3913 0.5500 -0.8336 0.2 0.9 0.3
C 1.6953 0.0029 -0.3432 0.3 0.4 -0.2
O 1.4870 -1.0496 0.6095 0.2 0.0 0.1
C -1.7962 1.4843 -0.2800 -0.7 0.8 -0.4
N -2.7961 1.9941 -0.5645 0.9 -0.6 0.3
H -0.5971 -1.3999 1.1321 -0.3 -0.2 0.1
H -2.2709 -1.2428 0.7681 -0.1 -0.6 0.0
H -0.3022 0.9334 1.1361 0.0 0.0 -0.1
H 0.2454 0.8036 -1.8715 -0.1 -0.4 -0.2
H -1.0431 -1.2531 -0.4435 -0.6 -0.3 0.5
H 2.2200 0.8271 0.1546 0.3 -0.1 0.0
H 2.3145 -0.3559 -1.1747 -0.1 0.1 0.1
H 2.3026 -1.1429 1.1180 -0.2 -0.1 -0.1
```
Forces are in eV/Å.

Values from the calculation:
* highest occupied orbital energy: -8.3 eV
* HOMO-LUMO gap: 8.84 eV
* calculated total energy: -9303.138 eV
* SMILES: N#C/C=C/CO.N

***

(5)
# C4H8N2O

A molecular structure, C4H8N2O (ωB97M-V/def2-TZVPD, the Open Molecules 2025 dataset).

Structure (XYZ):
```
15
Properties=species:S:1:pos:R:3:forces:R:3
N 1.5559 -0.3234 1.1882 0.0 0.1 0.1
C 0.1606 0.0865 1.0304 -0.2 0.0 -0.2
C -0.0120 0.9882 -0.1945 0.1 0.2 0.0
C -0.2282 0.2229 -1.5143 0.5 0.3 0.1
O -1.4807 -0.3735 -1.5273 0.2 -0.1 0.7
C -0.6760 -1.1867 0.8790 -0.6 -0.2 -0.7
N -1.4071 -1.3627 -0.0859 0.6 1.1 -0.6
H 2.1479 0.5018 1.2339 -0.1 -0.1 0.0
H 1.6834 -0.8352 2.0571 0.0 0.0 -0.2
H -0.2395 0.5980 1.9253 0.0 -0.2 -0.3
H 0.8698 1.6291 -0.2885 0.0 0.0 0.0
H -0.8889 1.6282 -0.0448 0.1 0.0 0.0
H 0.5752 -0.5269 -1.6365 -0.1 0.1 0.0
H -0.1404 0.9365 -2.3456 -0.2 -0.2 0.1
H -1.9199 -1.9828 -0.6765 -0.3 -1.0 0.8
```
Forces are in eV/Å.

Values from the calculation:
* highest occupied orbital energy: -8.4 eV
* HOMO-LUMO gap: 9.21 eV
* calculated total energy: -9301.328 eV

***

(6)
# C4H8N2O

2 unconnected molecules or ions with the total composition C4H8N2O (ωB97M-V/def2-TZVPD, the Open Molecules 2025 dataset).

Structure (XYZ):
```
15
Properties=species:S:1:pos:R:3:forces:R:3
C -0.8750 1.3466 0.1723 0.2 -0.3 -0.8
C -0.5146 0.0019 -0.3797 0.5 0.0 0.8
C -0.9776 -1.2532 -0.1537 -0.6 -0.3 -0.9
N -0.2466 -2.1721 -0.8919 0.2 -0.2 0.6
C 0.6874 -1.4915 -1.4670 0.7 0.3 -0.6
N 0.6110 -0.1491 -1.1841 -1.4 0.6 0.5
H 0.0334 1.8818 0.4542 -0.1 -0.1 0.2
H -1.5470 1.2486 1.0165 -0.1 0.1 0.1
H -1.3468 1.9172 -0.6220 -0.3 0.3 0.1
H -1.9183 -1.5665 0.2706 0.2 0.1 0.5
H 1.5405 -1.8925 -1.9973 -0.3 0.0 -0.2
H 0.7730 0.6738 -1.7467 1.0 -0.5 -0.3
H 1.1684 0.9704 2.7732 0.2 0.1 0.1
H 0.9678 -0.0606 1.7050 0.4 0.0 -0.1
O 1.6445 0.5451 2.0506 -0.6 -0.2 0.1
```
Forces are in eV/Å.

Values from the calculation:
* highest occupied orbital energy: -8.9 eV
* HOMO-LUMO gap: 9.61 eV
* calculated total energy: -9305.187 eV
* SMILES: Cc1cnc[nH]1.O

***

(7)
# C4H8N2O

A single C4H8N2O molecule (ωB97M-V/def2-TZVPD, the Open Molecules 2025 dataset).

Structure (XYZ):
```
15
Properties=species:S:1:pos:R:3:forces:R:3
C 0.7300 1.4831 1.0050 0.1 -0.1 0.0
N -0.0660 0.2214 0.9093 0.0 -0.4 -0.1
C 0.1884 -0.7772 -0.2212 0.0 0.0 -0.6
C -0.8879 -0.7036 -1.2327 0.1 0.1 -0.4
O -2.1744 -0.8080 -0.6069 0.0 -0.2 0.1
C 1.5425 -0.8149 -0.5679 0.9 -0.1 -0.4
N 2.6826 -0.8616 -0.8275 -1.0 0.0 0.3
H 0.5970 2.0540 0.0794 -0.1 -0.3 0.2
H 0.4166 2.0933 1.8576 0.0 -0.3 -0.1
H 1.7842 1.2250 1.1000 -0.1 0.0 0.0
H -1.0773 0.4023 0.9177 0.3 -0.2 -0.1
H 0.1203 -0.5842 1.5103 0.1 1.2 1.4
H -0.7179 -1.5018 -1.9646 -0.1 0.2 0.0
H -0.9312 0.2566 -1.7632 -0.2 0.0 -0.1
H -2.2070 -1.6846 -0.1952 0.0 0.2 -0.1
```
Forces are in eV/Å.

Values from the calculation:
* highest occupied orbital energy: -7.4 eV
* HOMO-LUMO gap: 7.79 eV
* calculated total energy: -9302.439 eV

***

(8)
# C4H8N2O

A single C4H8N2O molecule (ωB97M-V/def2-TZVPD, the Open Molecules 2025 dataset).

Structure (XYZ):
```
15
Properties=species:S:1:pos:R:3:forces:R:3
N 1.5600 0.5223 -1.1687 0.1 0.0 0.1
C 1.6435 -0.4411 -0.2186 0.0 -0.1 0.0
O 2.6557 -1.0575 0.0548 -0.3 0.1 -0.1
C 0.3392 -0.8096 0.4985 0.0 -0.1 0.1
N -0.8618 -0.0398 0.1267 0.0 0.1 -0.1
C -0.9369 1.2365 0.5660 -0.2 -0.1 0.1
C -1.7602 -0.6066 -0.6652 0.0 0.0 -0.1
H 2.4338 0.8442 -1.5592 -0.1 -0.1 0.1
H 0.7903 1.1765 -1.1107 0.1 0.0 0.0
H 0.1480 -1.8716 0.3206 0.0 0.2 0.0
H 0.5062 -0.6753 1.5705 0.0 0.0 -0.1
H -0.5715 1.4621 1.5612 0.2 -0.1 -0.2
H -1.7107 1.8457 0.1130 0.0 -0.1 0.2
H -2.7290 -0.1316 -0.7230 0.1 0.0 -0.2
H -1.4816 -1.4044 -1.3396 0.1 -0.1 0.3
```
Forces are in eV/Å.

Values from the calculation:
* highest occupied orbital energy: -7.3 eV
* HOMO-LUMO gap: 7.95 eV
* calculated total energy: -9303.474 eV

***

(9)
# C4H8N2O

A single C4H8N2O molecule (ωB97M-V/def2-TZVPD, the Open Molecules 2025 dataset).

Structure (XYZ):
```
15
Properties=species:S:1:pos:R:3:forces:R:3
C 2.0075 -0.9384 -0.2392 -2.4 0.7 -0.9
C 0.5607 -0.5364 0.3760 -1.9 -0.8 -1.3
C -0.8068 -1.3396 0.1241 0.7 -5.1 -1.0
C -1.2995 0.7325 -0.0893 -3.7 -0.9 -3.7
H 2.0747 -1.3556 -1.4754 -0.5 1.9 4.0
H 2.4650 0.0429 0.0958 0.6 -1.4 -1.2
H 2.2864 -1.7303 0.4012 1.1 -0.9 0.4
H 0.4822 -0.3142 1.5107 1.0 -0.4 -1.6
H -0.8974 -2.0844 -0.7834 0.9 2.1 0.5
H -0.7407 -2.3239 0.7955 -1.2 2.6 0.0
H -1.9452 1.6108 -0.5534 1.9 -1.2 1.6
H 1.0235 2.3395 -0.6116 -1.0 -1.7 3.7
N -1.9901 -0.3949 -0.0532 4.3 1.3 2.2
N 0.1121 0.6327 -0.3431 -1.0 2.5 2.0
O 0.7033 1.8302 0.2956 1.2 1.3 -4.6
```
Forces are in eV/Å.

Values from the calculation:
* highest occupied orbital energy: -9.3 eV
* HOMO-LUMO gap: 10.06 eV
* calculated total energy: -9300.119 eV
* SMILES: C[C@@H]1CN=CN1O

***

(10)
# C4H8N2O

A single C4H8N2O molecule (ωB97M-V/def2-TZVPD, the Open Molecules 2025 dataset).

Structure (XYZ):
```
15
Properties=species:S:1:pos:R:3:forces:R:3
C -1.9458 -0.5951 -0.0194 0.0 0.0 0.0
C -0.6501 0.0685 -0.4538 -0.2 -0.3 -0.2
N -0.4763 1.4727 0.0328 0.0 0.2 -0.2
C 0.7898 1.1418 0.7529 0.2 0.0 0.1
C 0.6758 -0.2601 0.1682 0.2 -0.5 -0.3
N 1.3366 -1.2404 -0.2823 -0.5 0.2 0.3
O 2.6513 -1.3420 0.1236 0.5 0.1 0.0
H -2.7224 -0.3769 -0.7617 0.1 -0.1 0.2
H -2.2903 -0.2260 0.9522 0.2 -0.1 -0.1
H -1.8112 -1.6816 0.0300 -0.1 0.2 0.0
H -0.4857 -0.1497 -1.5187 -0.4 0.6 -0.1
H -0.3310 2.1454 -0.7128 0.0 -0.1 0.1
H 0.6767 1.2332 1.8412 0.0 -0.2 -0.2
H 1.6769 1.7155 0.4542 -0.1 -0.2 0.0
H 2.9950 -1.9707 -0.5256 0.1 0.1 0.3
```
Forces are in eV/Å.

Values from the calculation:
* highest occupied orbital energy: -9.3 eV
* HOMO-LUMO gap: 10.27 eV
* calculated total energy: -9302.440 eV
* SMILES: C[C@H]1NC/C1=N\O

***

Summary of relative energy (zero: lowest compared OMol25 entry of this formula, charge and spin) in kJ/mol
286.5 35.8 253.9 314.1 488.7 116.4 381.5 281.7 605.4 381.4
(order as listed above)